Record 1
7
Properties=species:S:1:pos:R:3 method="wB97M-V/def2-TZVPD" gap_ev="7.47 / 7.47" multiplicity=1 homo_ev="-8.1 / -8.1"
N -0.291 -0.306 1.007
Si 0.381 -0.500 -0.579
P -1.383 -0.124 1.982
H 0.863 -1.768 -0.395
H -0.794 -0.075 -1.324
H 1.621 0.234 -0.716
H -2.823 -1.651 1.457

Record 2
14
Properties=species:S:1:pos:R:3 method="wB97M-V/def2-TZVPD" gap_ev=2.40 multiplicity=1 homo_ev=-11.1 total_charge=+2
Na -2.888 -0.927 0.284
Na -2.452 2.791 -2.916
Na -2.423 3.505 1.779
Na 1.408 0.588 2.389
Na 1.891 4.538 -0.908
Na 1.455 0.118 -2.523
O -0.711 -3.185 -2.179
H -0.465 -3.010 -3.108
O 3.198 -1.322 0.354
H 3.973 -1.700 0.813
O -0.516 1.488 -0.466
H -0.147 0.584 -0.517
O -1.029 -1.700 3.030
H -1.294 -1.767 3.968